No. 1
The following is a quantum chemistry calculation of C4H3LiOTm as an isolated structure at a distorted geometry, from OMol25.

Geometry as XYZ:
```
10
C4H3LiOTm (ωB97M-V with the def2-TZVPD basis set)
H -0.982 1.980 -0.305
O -1.584 -0.008 0.333
C -0.759 0.897 -0.292
C 0.629 0.504 -0.158
H -0.028 0.994 -1.442
H 1.517 1.004 0.237
Tm -1.368 0.065 2.533
Li 0.409 -1.823 0.969
C 0.975 -2.417 -1.047
C 1.191 -1.195 -0.826
```

Properties
Net charge: -1
Strongest force on any atom in eV/Å: 4.71
Relative energy (zero: lowest compared OMol25 entry of this formula, charge and spin) in kJ/mol: 137.0
DFT total energy in hartree: -1321.86004
Multiplicity: 3
Highest occupied orbital energy (alpha / beta) in eV: -2.01 / -2.20
HOMO-LUMO gap (alpha / beta) in eV: 4.7 / 4.9

***

No. 2
The following is a quantum chemistry calculation of an isolated ion of composition C25H32NO3 and charge -1 at a distorted geometry, from OMol25.

Geometry as XYZ:
```
61
C25H32NO3 (ωB97M-V with the def2-TZVPD basis set)
C 1.819 4.772 -4.068
C 1.490 3.404 -3.496
C 1.807 3.120 -2.156
C 1.608 1.843 -1.615
C 0.995 0.850 -2.379
C 0.633 -0.472 -1.690
C 0.012 -0.302 -0.302
C -0.452 -1.515 0.244
C -1.070 -1.586 1.476
C -1.482 -2.942 2.088
C -0.740 -3.184 3.407
C -1.129 -4.076 1.128
C -2.981 -3.010 2.394
C -1.319 -0.355 2.236
O -1.781 -0.415 3.406
C -0.972 0.932 1.649
C -1.320 2.211 2.482
C -2.818 2.320 2.837
C -0.923 3.453 1.691
C -0.542 2.226 3.811
C -0.317 0.910 0.411
N 1.764 -1.653 -2.119
C 3.161 -1.936 -2.340
C 3.262 -3.344 -2.868
O 1.892 -3.846 -2.728
C 1.075 -2.839 -2.343
O -0.145 -3.009 -2.215
C 0.800 1.056 -3.757
C 1.020 2.336 -4.296
H 1.444 4.883 -5.095
H 1.405 5.583 -3.450
H 2.914 4.906 -4.083
H 2.164 3.931 -1.504
H 1.748 1.713 -0.534
H -0.123 -1.047 -2.290
H -0.510 -2.377 -0.409
H -1.008 -2.431 4.155
H -1.003 -4.181 3.784
H 0.342 -3.146 3.243
H -1.674 -3.956 0.184
H -0.050 -4.058 0.929
H -1.395 -5.038 1.576
H -3.567 -2.842 1.484
H -3.219 -4.011 2.781
H -3.266 -2.262 3.141
H -3.124 1.487 3.480
H -2.974 3.259 3.386
H -3.440 2.332 1.933
H 0.146 3.418 1.437
H -1.523 3.538 0.775
H -1.101 4.343 2.309
H 0.538 2.155 3.632
H -0.753 3.170 4.331
H -0.856 1.396 4.452
H -0.271 1.828 -0.163
H 3.688 -1.817 -1.414
H 3.631 -1.254 -3.031
H 3.509 -3.339 -3.941
H 3.908 -3.975 -2.253
H 0.307 0.287 -4.384
H 0.763 2.554 -5.348
```

Properties
Net charge: -1
Strongest force on any atom in eV/Å: 2.87
DFT total energy in hartree: -1252.32324
SMILES string: Cc1ccc([C@H](c2cc(C(C)(C)C)c([O-])c(C(C)(C)C)c2)N2CCOC2=O)cc1
Highest occupied orbital energy in eV: -3.05
HOMO-LUMO gap in eV: 5.7

***

No. 3
The following is a quantum chemistry calculation of a 5-piece molecular cluster, CH12O5 overall at a distorted geometry, from OMol25.

Geometry as XYZ:
```
18
CH12O5 (ωB97M-V with the def2-TZVPD basis set)
C 1.345 1.764 -1.463
O 1.649 2.384 -0.221
H 1.408 0.678 -1.373
H 0.318 2.011 -1.743
H 1.960 2.045 -2.320
H 2.470 2.824 -0.242
O -2.720 0.880 0.445
H -1.834 0.802 0.863
H -2.859 1.853 0.539
O 0.595 -5.033 1.470
H -0.174 -5.556 1.729
H 0.740 -5.336 0.577
O -0.197 1.133 1.565
H 0.335 1.443 0.815
H 0.386 0.523 2.018
O -0.876 -0.755 -1.146
H -1.690 -0.235 -1.022
H -0.857 -1.425 -0.492
```

Properties
Strongest force on any atom in eV/Å: 1.73
Relative energy (zero: lowest compared OMol25 entry of this formula, charge and spin) in kJ/mol: 62.3
DFT total energy in hartree: -421.47208
SMILES string: CO.O.O.O.O
Highest occupied orbital energy in eV: -10.84
HOMO-LUMO gap in eV: 11.5

***

No. 4
The following is a quantum chemistry calculation of C8H23CuNO7P as an isolated structure at a distorted geometry, from OMol25.

Geometry as XYZ:
```
41
C8H23CuNO7P (ωB97M-V with the def2-TZVPD basis set)
Cu -1.426 0.457 -0.514
P -3.198 1.892 -1.891
O -3.139 3.281 -1.227
O -1.680 1.984 -2.112
O -3.565 2.135 -3.366
O -3.546 0.516 -1.161
C 0.584 -0.911 3.901
C -0.810 -1.100 3.100
O -0.918 -0.483 1.856
H 0.465 -1.275 4.922
H 0.784 0.153 4.028
H 1.393 -1.462 3.422
H -1.664 -1.009 3.771
H -0.830 -2.171 2.899
H -1.198 0.408 2.079
C -0.046 3.318 2.446
C -1.560 3.151 2.208
O -1.799 2.404 1.036
H 0.140 3.968 3.301
H 0.517 3.722 1.604
H 0.285 2.293 2.615
H -2.075 4.107 2.122
H -1.990 2.651 3.076
H -2.168 2.945 0.335
C 2.057 -0.058 -1.301
C 0.983 -0.821 -2.003
C 1.475 -1.796 -3.050
O 2.184 -2.789 -2.402
C 2.554 -3.910 -3.163
N 0.268 -1.569 -0.965
H 1.684 0.563 -0.487
H 2.398 0.624 -2.080
H 2.847 -0.723 -0.951
H 0.323 -0.126 -2.522
H 2.078 -1.155 -3.694
H 0.590 -2.136 -3.587
H 2.976 -4.693 -2.533
H 3.170 -3.725 -4.043
H 1.639 -4.368 -3.540
H 0.819 -2.394 -0.774
H -0.603 -1.899 -1.355
```

Properties
Net charge: -1
Strongest force on any atom in eV/Å: 5.71
Relative energy (zero: lowest compared OMol25 entry of this formula, charge and spin) in kJ/mol: 158.7
DFT total energy in hartree: -2881.86533
Multiplicity: 2
Highest occupied orbital energy (alpha / beta) in eV: -3.83 / -3.09
HOMO-LUMO gap (alpha / beta) in eV: 6.3 / 5.6

***

No. 5
The following is a quantum chemistry calculation of a single C4H4N2O molecule at a distorted geometry, from OMol25.

Geometry as XYZ:
```
11
C4H4N2O (ωB97M-V with the def2-TZVPD basis set)
O -2.229 -1.075 -0.414
C -1.160 -0.559 -0.187
C 0.114 -1.264 -0.090
C 1.265 -0.571 0.005
N 1.365 0.810 -0.131
C 0.246 1.428 -0.144
N -1.017 0.873 0.038
H 0.077 -2.346 -0.040
H 2.209 -1.072 0.186
H 0.192 2.513 -0.222
H -1.062 1.263 1.000
```

Properties
Strongest force on any atom in eV/Å: 2.09
Relative energy (zero: lowest compared OMol25 entry of this formula, charge and spin) in kJ/mol: 116.2
DFT total energy in hartree: -339.53742
SMILES string: O=c1ccnc[nH]1
Highest occupied orbital energy in eV: -9.79
HOMO-LUMO gap in eV: 9.7

***

No. 6
The following is a quantum chemistry calculation of C16H23BrN6 as an isolated structure at a distorted geometry, from OMol25.

Geometry as XYZ:
```
46
C16H23BrN6 (ωB97M-V with the def2-TZVPD basis set)
Br 2.137 -7.746 2.672
N -1.997 6.214 1.828
N -0.047 5.160 1.071
C -0.684 6.187 1.619
C -1.016 4.336 0.953
C 1.326 -5.110 1.740
C 2.293 -6.387 -0.091
C 0.968 -4.039 0.938
C 2.044 -5.236 -0.844
C 1.927 -6.348 1.345
C 1.306 -4.127 -0.365
N 0.300 7.107 1.713
N -2.203 5.006 1.322
N -0.939 3.100 0.407
N -0.376 -0.926 -1.154
C -1.195 -1.087 -2.392
C 0.699 -3.118 -1.310
C 0.932 -1.684 -0.974
C -1.961 2.088 0.733
C 0.397 2.771 -0.085
C -1.965 0.907 -0.302
C 0.377 1.491 -1.021
C -0.490 0.414 -0.458
H 1.235 -4.844 2.786
H 2.578 -7.400 -0.336
H 0.646 -3.152 1.511
H 2.305 -5.186 -1.919
H 1.193 6.664 1.619
H 0.184 7.837 2.407
H -3.032 4.720 0.875
H -0.637 -1.700 -3.191
H -2.173 -1.521 -2.213
H -1.410 -0.041 -2.740
H 1.032 -3.302 -2.368
H -0.373 -3.398 -1.194
H 1.795 -1.104 -1.588
H 1.210 -1.560 0.057
H -2.884 2.474 0.885
H -1.640 1.672 1.659
H 1.026 2.658 0.817
H 0.725 3.579 -0.771
H -2.312 1.235 -1.224
H -2.613 0.148 0.110
H 1.381 1.080 -1.070
H 0.077 1.897 -2.038
H -0.141 0.274 0.581
```

Properties
Strongest force on any atom in eV/Å: 5.77
DFT total energy in hartree: -3525.90368
Highest occupied orbital energy in eV: -7.48
HOMO-LUMO gap in eV: 8.1

***

Question: Among the records above, which one has the lowest DFT total energy?
Answer: C16H23BrN6

***

Question: What is the strongest force on any atom in the third record?
Answer: 1.73 eV/Å

***

Question: Which value of DFT total energy does entry 2 give?
Answer: -1252.32324 hartree

***

Question: What is the formula in the fifth record?
Answer: C4H4N2O